Record 1
62
Properties=species:S:1:pos:R:3 method="wB97M-V/def2-TZVPD" multiplicity=7 s2=12.0730 lumo_ev="-1.5 / 0.2" max_force_ev_per_a=2.76 homo_energy_ev="-6.872 / -6.882"
O -4.1822 1.9674 -5.1604
C -5.6186 1.6097 -5.1521
C -5.9416 2.0180 -6.5676
H -6.1128 2.2030 -4.3681
H -5.7723 0.5365 -4.9767
C -4.4323 2.3460 -6.5493
H -6.6266 2.8721 -6.5970
H -6.2667 1.1961 -7.2019
C -4.2358 3.8342 -6.7592
H -4.8343 4.3773 -6.0185
H -4.5579 4.1438 -7.7610
H -3.1837 4.1064 -6.6415
C -3.5720 1.4560 -7.4325
H -3.7057 0.4067 -7.1436
H -2.5182 1.7131 -7.2735
H -3.8043 1.5646 -8.4965
Eu -0.5713 0.3876 -0.3180
C 1.2308 -1.8578 -0.0857
C 0.1688 -2.2380 0.7776
C -0.9902 -2.4867 -0.0158
H 0.2442 -2.3597 1.8547
C -0.6282 -2.2898 -1.3878
C 0.7375 -1.8659 -1.4244
H 1.3145 -1.6356 -2.3224
H 2.2535 -1.6423 0.2267
H -1.9600 -2.8152 0.3570
H -1.2503 -2.5213 -2.2533
C 1.8337 1.3917 0.5888
C 2.1102 1.1434 -0.7855
C 1.3610 2.0714 -1.5656
H 2.7907 0.3822 -1.1736
C 0.6222 2.9062 -0.6686
C 0.9111 2.4832 0.6657
H 0.4938 2.8967 1.5819
H 2.2606 0.8587 1.4386
H 1.3931 2.1623 -2.6511
H -0.0136 3.7460 -0.9525
O -2.5585 1.0536 -1.5896
C -2.0278 0.6801 -2.9289
C -3.1113 -0.1605 -3.5778
H -1.0852 0.1020 -2.8357
H -1.7847 1.6044 -3.4816
C -4.3840 0.3475 -2.9003
H -2.9481 -1.2019 -3.2984
H -3.0817 -0.1115 -4.6695
C -3.9992 0.7120 -1.4859
H -5.2751 -0.2652 -3.0436
H -4.5952 1.3325 -3.3118
H -4.1203 -0.1161 -0.7737
H -4.5299 1.5878 -1.0827
S -1.3677 0.4662 2.5549
C -0.1013 0.0262 3.5877
C 0.8655 0.9787 4.0020
C 1.9067 0.6066 4.8480
C 2.0200 -0.7228 5.2951
C 1.0197 -1.6522 4.9622
C -0.0302 -1.2858 4.1295
H 0.7743 1.9966 3.6276
H 2.6405 1.3551 5.1484
H 2.8770 -1.0282 5.8986
H 1.0628 -2.6744 5.3441
H -0.8051 -1.9965 3.8393

Record 2
70
Properties=species:S:1:pos:R:3 method="wB97M-V/def2-TZVPD" lumo_ev=-0.7 max_force_ev_per_a=19.38 e_above_lowest_ev=26.323 homo_energy_ev=-8.681
C -4.5276 -1.7051 -3.8446
H -4.8095 -2.1642 -3.0386
C -3.3131 -0.7919 -3.8312
H -2.4505 -1.2417 -3.3463
C -3.6041 0.6678 -2.7770
C -3.8760 0.0259 -1.1849
C -3.7845 1.1355 -0.0641
N -2.2077 1.5058 -0.1059
C -1.7153 2.6936 -0.4737
O -2.4935 3.4272 -1.1851
C -0.2727 2.8652 0.0193
H 0.1305 2.3056 0.7380
H -0.5483 4.1977 0.4856
C 0.5782 3.0476 -1.1905
C 1.9110 2.5184 -0.8993
O 2.0465 1.2337 -0.9300
O 2.5574 3.3145 -0.1223
C 3.8341 2.6064 0.4200
C 3.5800 1.5849 1.3047
C 2.5710 1.9000 2.4555
C 2.3433 1.1934 3.3822
C 2.9818 -0.2244 3.7035
C 3.9408 -0.5423 2.6316
C 4.1954 0.3051 1.7214
H 5.1807 0.1558 0.6542
H 4.3797 -1.3910 2.6481
H 2.5670 -0.6073 4.3956
C 1.2757 1.4370 4.2772
F 0.1464 2.1225 3.8775
F 0.6061 0.5318 5.1198
F 1.7301 2.3974 5.1883
H 2.1421 3.0432 2.2341
H 4.4889 3.3819 0.6559
H 4.3486 2.1940 -0.4466
H 0.7620 4.2456 -1.3399
H 0.1890 2.4965 -2.1295
C -1.4717 0.6078 0.6019
C -0.6571 -0.3737 0.3058
N -0.3146 -0.2207 -1.1966
H 0.7078 -0.3379 -1.4392
H -1.1140 0.4343 -1.6182
N 0.2890 -1.1871 1.1207
C 0.0837 -1.1864 2.3464
O 0.7215 -1.8189 3.0113
N -0.8854 -0.5594 2.7724
C -2.0127 0.3643 2.0214
O -2.9203 0.9058 2.7312
H -1.3831 -0.6475 3.7271
C 1.4777 -1.7495 0.1776
C 1.0389 -2.9986 -0.4196
C 2.1646 -3.6715 -1.2193
C 1.7248 -4.8746 -2.0335
H 2.5075 -5.3884 -2.6263
H 0.8825 -4.5657 -2.7310
H 0.9957 -5.6141 -1.3267
H 2.5858 -3.1630 -1.7256
H 2.8364 -3.8835 -0.3776
H 0.2778 -2.6481 -1.2166
H 0.4316 -3.7241 0.1023
H 1.7628 -2.2505 1.2102
H 1.9417 -0.9401 -0.3976
H -4.2184 0.7797 0.7144
H -4.1787 2.0394 -0.7203
H -3.1173 -0.8364 -0.8327
H -4.9470 -0.3573 -1.1678
H -2.8140 1.1721 -2.6991
H -4.5230 1.0460 -3.0174
H -3.0264 -0.4678 -4.6414
H -5.3073 -1.0472 -4.0389
H -4.4225 -2.7033 -4.4003

Record 3
67
Properties=species:S:1:pos:R:3 method="wB97M-V/def2-TZVPD" smiles="COc1ccccc1NS(=O)(=O)c1cc(NC(=O)CCC2CCCC2)ccc1N1CCOCC1" lumo_ev=0.5 max_force_ev_per_a=0.79 e_above_lowest_ev=2.581 homo_energy_ev=-7.731
C -2.6017 -2.8895 -0.7676
H -2.9116 -2.8354 -1.8105
O -1.1963 -2.8080 -0.7831
C -0.5476 -2.7089 0.4162
C -1.1272 -2.8926 1.6594
C -0.3651 -2.7604 2.8112
C 0.9783 -2.4524 2.7304
C 1.5727 -2.2667 1.4921
C 0.8213 -2.3912 0.3371
N 1.3862 -2.1903 -0.9229
S 2.6831 -1.1894 -1.2014
O 3.8462 -1.7668 -0.5957
O 2.6972 -0.9948 -2.6256
C 2.2966 0.3503 -0.3523
C 0.9639 0.6034 -0.1013
C 0.5853 1.6614 0.7163
C 1.5836 2.4663 1.2632
C 2.9094 2.2392 0.9750
C 3.3130 1.1808 0.1414
N 4.6348 0.9557 -0.1455
C 5.1028 0.7946 -1.5097
H 4.3209 0.3801 -2.1396
C 6.3223 -0.1269 -1.5213
O 7.3425 0.3787 -0.6839
C 6.8710 0.5065 0.6328
C 5.6793 1.4707 0.7126
H 5.3266 1.5105 1.7434
H 6.0054 2.4734 0.3934
H 7.7073 0.8811 1.2267
H 6.5535 -0.4752 1.0140
H 6.7485 -0.1862 -2.5232
H 6.0106 -1.1237 -1.1857
H 5.3975 1.7820 -1.9032
H 3.6515 2.9055 1.3845
H 1.3132 3.2919 1.9071
N -0.7521 1.9473 1.0194
C -1.8323 1.1223 0.9114
O -1.7837 -0.0029 0.4681
C -3.1053 1.7620 1.4476
C -4.3660 0.9876 1.0565
C -4.9493 1.4124 -0.2922
C -6.2460 0.6373 -0.6244
C -5.9708 -0.1111 -1.9314
H -5.5416 -1.0918 -1.7197
C -4.9314 0.7593 -2.6286
H -5.4094 1.6455 -3.0506
H -4.4070 0.2360 -3.4267
C -4.0072 1.1511 -1.4800
H -3.3907 2.0180 -1.7169
H -3.3460 0.3168 -1.2504
H -6.8730 -0.2524 -2.5249
H -7.0737 1.3339 -0.7612
H -6.5191 -0.0473 0.1779
H -5.1759 2.4829 -0.2401
H -4.1204 -0.0757 1.0282
H -5.1277 1.1392 1.8247
H -3.1713 2.7954 1.1011
H -3.0095 1.7786 2.5375
H -0.8943 2.8310 1.4890
H 0.2066 -0.0344 -0.5205
H 0.7180 -2.2185 -1.6788
H 2.6200 -2.0272 1.4042
H 1.5694 -2.3518 3.6278
H -0.8346 -2.9013 3.7733
H -2.1758 -3.1280 1.7451
H -3.0287 -2.0513 -0.2118
H -2.9463 -3.8360 -0.3381

Record 4
66
Properties=species:S:1:pos:R:3 method="wB97M-V/def2-TZVPD" smiles="CCCCNCC(=O)Nc1ccc(-c2nc3cc(NC(=O)CNCCCC)ccc3o2)cc1" lumo_ev=0.4 max_force_ev_per_a=1.36 e_above_lowest_ev=0.243 homo_energy_ev=-7.728
C -1.6341 3.4388 -8.7997
H -0.8228 4.0102 -9.2448
C -1.0738 2.3078 -7.9448
C -2.1486 1.5433 -7.1707
C -3.0576 0.7208 -8.0829
N -4.0053 -0.0889 -7.3232
H -4.4232 -0.7685 -7.9498
C -5.0516 0.6873 -6.6741
C -4.6522 1.1212 -5.2608
O -5.1334 2.0907 -4.7194
N -3.7530 0.2599 -4.7196
C -3.1172 0.2978 -3.4857
C -2.1029 -0.6332 -3.2435
C -1.4399 -0.6465 -2.0383
C -1.7792 0.2720 -1.0421
C -2.7935 1.1990 -1.2838
C -3.4572 1.2153 -2.4922
H -4.2368 1.9343 -2.6812
H -3.0563 1.9087 -0.5145
C -1.0733 0.2481 0.2168
N -0.0878 -0.5434 0.5153
C 0.2679 -0.2105 1.7963
C 1.2538 -0.7081 2.6337
C 1.3657 -0.1457 3.8992
C 0.5096 0.8851 4.3157
C -0.4740 1.3881 3.4868
C -0.5814 0.8310 2.2276
O -1.4306 1.1123 1.2078
H -1.1283 2.1815 3.8094
H 0.6347 1.2866 5.3071
N 2.3645 -0.6471 4.7357
C 2.7240 -0.2784 5.9880
O 2.2010 0.5785 6.6662
C 3.8996 -1.1143 6.5051
N 4.6859 -1.6564 5.4107
H 5.2623 -0.9211 5.0102
C 5.5214 -2.7982 5.7421
C 6.6701 -2.5025 6.7140
C 7.5140 -3.7360 7.0344
C 8.3400 -4.2259 5.8505
H 7.7022 -4.5775 5.0437
H 8.9705 -3.4256 5.4689
H 8.9813 -5.0493 6.1561
H 8.1908 -3.4876 7.8552
H 6.8591 -4.5395 7.3790
H 7.3106 -1.7263 6.2856
H 6.2516 -2.1138 7.6453
H 4.8719 -3.5701 6.1659
H 5.9238 -3.1738 4.7979
H 4.4627 -0.4915 7.2137
H 3.4704 -1.9501 7.0682
H 2.9580 -1.3751 4.3454
H 1.9071 -1.5016 2.3073
H -0.6541 -1.3571 -1.8390
H -1.8425 -1.3449 -4.0144
H -3.4349 -0.4451 -5.3813
H -5.3389 1.5860 -7.2387
H -5.9464 0.0681 -6.5597
H -3.5824 1.3937 -8.7787
H -2.4430 0.0342 -8.6717
H -2.7473 2.2523 -6.5960
H -1.6596 0.8681 -6.4655
H -0.5192 1.6115 -8.5784
H -0.3706 2.7297 -7.2236
H -2.2334 4.1124 -8.1912
H -2.2552 3.0551 -9.6050

Record 5
75
Properties=species:S:1:pos:R:3 method="wB97M-V/def2-TZVPD" lumo_ev=-0.1 max_force_ev_per_a=2.25 e_above_lowest_ev=0.868 homo_energy_ev=-8.863
Na 0.6793 -0.2520 -0.4989
C 0.2891 -1.3326 -5.2015
N 0.0299 -2.2284 -4.0836
C -0.3596 -3.5933 -4.4051
C 0.0046 -1.7333 -2.8235
O 0.2336 -0.5613 -2.5626
C -0.3085 -2.7307 -1.6996
O -0.4630 -1.9934 -0.5061
C -0.2422 -2.7263 0.6836
C 0.0920 -1.7205 1.7927
O 0.2524 -0.5352 1.5267
N 0.2201 -2.2157 3.0414
C 0.5077 -1.3106 4.1464
C -0.0817 -3.5973 3.3825
H 0.9821 -1.8129 -5.8922
H 0.7257 -0.4125 -4.8291
H -0.6343 -1.0948 -5.7377
H 0.2119 -3.9281 -5.2694
H -1.4237 -3.6722 -4.6494
H -0.1364 -4.2736 -3.5870
H 0.5336 -3.4274 -1.6156
H -1.2152 -3.2980 -1.9212
H 0.6196 -3.3930 0.5685
H -1.1266 -3.3136 0.9423
H 0.8666 -0.3664 3.7525
H 1.2723 -1.7566 4.7823
H -0.3891 -1.1260 4.7441
H 0.0999 -4.2626 2.5421
H -1.1169 -3.7193 3.7152
H 0.5757 -3.9112 4.1918
C -7.1360 1.6853 1.8313
C -6.1937 2.7510 2.3773
N -5.0480 2.9889 1.4969
C -5.2566 3.9134 0.3847
C -5.2616 5.3806 0.7967
C -3.9750 2.1601 1.6326
O -3.9557 1.2478 2.4471
C -2.7616 2.3949 0.7745
C -2.1560 3.6283 0.5898
C -0.9918 3.7074 -0.1551
C -0.4762 2.5435 -0.7003
N -1.0439 1.3451 -0.5268
C -2.1523 1.2818 0.2089
H -7.9704 1.5289 2.5182
H -6.6014 0.7419 1.7196
H -7.5503 1.9713 0.8613
H -5.8113 2.4432 3.3456
H -6.7154 3.6994 2.5060
H -6.2131 3.6655 -0.0827
H -4.4937 3.7345 -0.3683
H -6.0853 5.6049 1.4774
H -5.3760 6.0167 -0.0838
H -4.3317 5.6521 1.2996
H -2.5761 4.5209 1.0374
H -0.4869 4.6526 -0.3043
H 0.4339 2.5606 -1.2947
H -2.5797 0.2968 0.3731
O 3.0102 -2.3007 -0.1560
C 3.3603 -1.1274 -0.4064
O 2.6140 -0.1423 -0.6422
C 4.8560 -0.8637 -0.4466
C 5.7302 -1.9042 -0.1903
C 7.0899 -1.6666 -0.2269
C 7.6225 -0.4308 -0.5113
C 6.7251 0.5852 -0.7639
C 5.3576 0.3987 -0.7383
N 7.2680 1.9289 -1.0752
O 8.4759 2.0578 -1.0879
O 6.4765 2.8140 -1.3262
N 8.0233 -2.7854 0.0505
O 7.5413 -3.8745 0.2849
O 9.2143 -2.5580 -0.0189
H 5.3468 -2.8890 0.0364
H 8.6865 -0.2657 -0.5357
H 4.6682 1.2052 -0.9376

Record 6
63
Properties=species:S:1:pos:R:3 method="wB97M-V/def2-TZVPD" lumo_ev="-0.2 / -0.2" max_force_ev_per_a=3.22 e_above_lowest_ev=3.262 homo_energy_ev="-5.804 / -5.550"
C 2.3809 2.2850 2.6659
C 1.5857 2.7383 1.5282
C 0.4756 1.8754 1.3881
H 1.6594 3.7316 1.0645
C 0.4939 0.9383 2.4468
C 1.6356 1.1792 3.2498
H -0.2169 0.1392 2.6399
C 3.4681 0.6579 -0.7606
C 3.0069 1.9912 -1.1476
C 1.7760 1.8660 -1.8010
H 3.6063 2.8772 -1.0601
C 1.3410 0.5004 -1.7504
C 2.3956 -0.2498 -1.1996
H -0.2886 2.0034 0.6121
H 1.8263 0.7365 4.2268
H 3.1101 2.8953 3.2069
H 2.5072 -1.3619 -1.2553
H 1.2483 2.6543 -2.3220
H 4.5239 0.3534 -0.6361
Al 2.8226 0.8625 1.2871
C 0.2089 -0.0193 -2.6217
C 0.9182 -0.4500 -3.9317
C -0.7769 1.0889 -2.9873
H 1.3831 0.4268 -4.4022
H 0.1963 -0.8829 -4.6389
H 1.7064 -1.1903 -3.7387
H -0.2648 1.8917 -3.5324
H -1.2501 1.5172 -2.0969
H -1.5516 0.6800 -3.6495
C -0.5802 -1.2920 -2.1243
C -1.7412 -1.3537 -1.0750
H 0.1346 -2.0235 -1.7218
H -1.0057 -1.7474 -3.0412
O -1.4486 -1.5188 0.1353
N -3.0826 -1.3126 -1.4324
C -4.0238 -1.1662 -0.2996
H -3.4394 -2.0222 -2.0933
C -3.8812 0.2337 0.2056
C -3.6084 0.5314 1.5472
H -3.4350 -0.2889 2.2621
C -3.5345 1.8693 1.9531
H -3.2752 2.1047 2.9936
C -3.7540 2.8946 1.0122
H -3.7027 3.9429 1.3172
C -4.0065 2.5828 -0.3381
H -4.1320 3.3669 -1.0921
C -4.0800 1.2458 -0.7278
H -4.2844 0.9674 -1.7748
H -3.8379 -1.8018 0.5778
H -5.0440 -1.2807 -0.6845
C 3.6294 -2.0916 2.0780
Si 1.8331 -2.0902 1.5356
C 1.5663 -3.4781 0.2937
C 0.7454 -2.4929 3.0104
H 4.3170 -2.0290 1.2209
H 3.7441 -3.0779 2.5586
H 3.8530 -1.3092 2.8221
H 1.8173 -4.4200 0.8108
H 0.5138 -3.5243 -0.0297
H 2.2153 -3.3747 -0.5881
H 0.8951 -3.5599 3.2426
H 1.0240 -1.8900 3.8861
H -0.3183 -2.3290 2.7757

Record 7
68
Properties=species:S:1:pos:R:3 method="wB97M-V/def2-TZVPD" lumo_ev=-2.7 max_force_ev_per_a=0.63 e_above_lowest_ev=0.000 total_charge=+1 homo_energy_ev=-10.127
Sc -0.0490 0.2046 0.0059
C 1.9999 0.0907 2.4502
N 2.0426 -0.4485 1.0697
C 3.1937 0.1666 0.3532
C 2.8181 1.4468 -0.3606
N 1.6628 1.2364 -1.2542
C 2.0338 0.2910 -2.3498
C 1.1975 2.4707 -1.8857
C 2.0533 3.5375 -2.1323
C 1.5815 4.6796 -2.7633
C 0.2547 4.7428 -3.1622
C -0.5957 3.6768 -2.9192
C -0.1447 2.5266 -2.2721
S -1.2792 1.2264 -1.8997
C 2.2191 -1.9087 1.0982
C 3.2673 -2.4437 1.8425
C 3.5012 -3.8058 1.8640
C 2.6788 -4.6466 1.1248
C 1.6452 -4.1178 0.3773
C 1.3919 -2.7418 0.3457
S 0.0591 -2.1656 -0.6646
H 2.9580 -0.0357 2.9572
H 1.2322 -0.4288 3.0164
H 1.7769 1.1577 2.4220
H 3.5837 -0.5617 -0.3546
H 3.9993 0.3843 1.0614
H 3.6984 1.7705 -0.9252
H 2.5684 2.2430 0.3457
H 2.9446 0.6500 -2.8389
H 1.2193 0.2584 -3.0690
H 2.1830 -0.7147 -1.9645
H 3.0923 3.4974 -1.8392
H 2.2518 5.5080 -2.9458
H -0.1211 5.6260 -3.6611
H -1.6353 3.7270 -3.2146
H 3.9183 -1.7915 2.4101
H 4.3172 -4.2052 2.4501
H 2.8484 -5.7149 1.1270
H 1.0063 -4.7679 -0.2057
O -0.8911 -0.5290 1.8910
C -1.4602 0.3630 2.8474
C -1.0318 1.7740 2.5631
C -1.2772 2.7722 3.4936
C -0.9259 4.0728 3.1894
C -0.3424 4.3407 1.9586
C -0.1253 3.2945 1.0896
N -0.4497 2.0231 1.3839
H -1.6029 -1.1286 1.5588
H -1.1523 0.0646 3.8516
H -2.5503 0.3000 2.7907
H -1.7454 2.5235 4.4367
H -1.1067 4.8688 3.8989
H -0.0639 5.3438 1.6704
H 0.3076 3.4661 0.1128
C -5.6035 -2.1636 -1.6014
As -3.7412 -2.1672 -1.1417
C -3.3194 -3.9247 -0.5044
C -2.7966 -1.9827 -2.8008
S -3.3401 -0.6644 0.2759
H -5.7929 -2.9089 -2.3724
H -5.8557 -1.1709 -1.9696
H -6.1920 -2.3822 -0.7133
H -3.5967 -4.6576 -1.2612
H -3.8663 -4.1094 0.4180
H -2.2481 -3.9619 -0.3150
H -3.1921 -2.7156 -3.5030
H -1.7349 -2.1549 -2.6307
H -2.9377 -0.9725 -3.1800